(1)
{
  "formula": "C28H27Br6N5O6",
  "method": "wB97M-V/def2-TZVPD",
  "gap_ev": 6.99,
  "e_above_lowest_kj_mol": 177.36,
  "lumo_ev": -0.881,
  "species": ["N", "C", "C", "C", "C", "H", "H", "H", "H", "H", "N", "C", "C", "C", "C", "H", "H", "H", "H", "H", "C", "Br", "Br", "Br", "H", "C", "Br", "Br", "Br", "H", "C", "C", "C", "C", "C", "C", "N", "O", "O", "H", "H", "H", "H", "H", "C", "C", "C", "C", "C", "C", "N", "O", "O", "H", "H", "H", "H", "H", "C", "C", "C", "C", "C", "C", "N", "O", "O", "H", "H", "H", "H", "H"],
  "xyz": [[-7.238, 0.022, -0.030], [-6.719, 0.884, 0.926], [-5.365, 0.833, 0.758], [-5.065, 0.073, -0.340], [-6.225, -0.517, -0.802], [-8.214, -0.172, -0.157], [-7.364, 1.434, 1.587], [-4.566, 1.265, 1.342], [-4.117, -0.268, -0.728], [-6.375, -1.214, -1.607], [-2.019, -4.098, -0.084], [-1.436, -4.626, -1.209], [-1.193, -3.580, -2.077], [-1.490, -2.386, -1.392], [-2.154, -2.747, -0.229], [-2.278, -4.665, 0.700], [-1.236, -5.676, -1.332], [-0.700, -3.658, -3.033], [-1.327, -1.385, -1.757], [-2.486, -2.165, 0.614], [-0.220, 0.339, 2.191], [-0.469, -0.190, 4.041], [-1.907, 0.775, 1.330], [0.581, -1.126, 1.150], [0.422, 1.208, 2.238], [2.217, 3.022, 3.577], [3.094, 4.757, 3.590], [2.191, 2.165, 5.332], [3.056, 1.766, 2.354], [1.210, 3.164, 3.205], [-3.042, 6.339, -1.153], [-3.139, 6.970, 0.078], [-2.450, 6.446, 1.167], [-1.817, 5.220, 1.093], [-1.747, 4.574, -0.139], [-2.395, 5.115, -1.237], [-1.215, 4.675, 2.303], [-0.749, 3.558, 2.215], [-1.272, 5.304, 3.327], [-3.565, 6.739, -2.011], [-3.637, 7.920, 0.208], [-2.420, 6.989, 2.103], [-1.186, 3.654, -0.243], [-2.377, 4.628, -2.202], [3.597, -5.101, -0.831], [3.075, -3.811, -0.779], [3.644, -2.850, 0.022], [4.816, -3.156, 0.723], [5.392, -4.412, 0.602], [4.772, -5.391, -0.180], [5.593, -2.119, 1.369], [6.466, -2.467, 2.144], [5.386, -0.957, 1.080], [3.098, -5.866, -1.413], [2.209, -3.565, -1.383], [3.189, -1.869, 0.063], [6.339, -4.616, 1.077], [5.206, -6.381, -0.202], [3.289, 0.754, -0.932], [4.061, 0.008, -1.822], [3.515, -0.953, -2.639], [2.161, -1.247, -2.515], [1.415, -0.542, -1.615], [1.909, 0.473, -0.792], [1.676, -2.412, -3.264], [2.102, -2.546, -4.394], [0.915, -3.180, -2.714], [3.705, 1.539, -0.318], [5.050, 0.425, -1.967], [4.214, -1.509, -3.248], [0.336, -0.675, -1.598], [1.279, 1.059, -0.141]],
  "forces_ev_per_a": [[0.15, -0.02, -0.19], [-0.37, -0.92, -0.71], [0.83, 1.58, 1.27], [0.07, -2.71, -1.78], [-0.23, 1.29, 0.74], [-0.06, 0.04, 0.02], [0.05, -0.10, 0.13], [-0.53, 0.44, 0.27], [0.21, 0.39, 0.19], [-0.23, 0.01, 0.04], [-0.05, -0.43, -0.52], [-0.20, 0.55, -0.67], [-0.53, -0.96, 0.46], [-1.70, -0.16, 0.14], [1.21, 0.20, 0.50], [-0.20, 0.24, 0.18], [-0.17, -0.04, 0.11], [-1.25, -0.36, 0.22], [-0.41, -0.04, 0.01], [-0.14, 0.14, -0.13], [-0.44, -0.96, 0.04], [-0.09, 0.05, -0.38], [0.37, 0.01, 0.21], [-0.53, 0.07, 1.82], [0.01, -0.08, -0.44], [0.44, -0.34, 0.25], [-0.26, -0.54, 0.01], [-0.08, 0.62, -0.40], [0.09, 0.31, 0.06], [-0.07, 0.09, 0.32], [-0.77, -0.27, 0.45], [0.89, 0.19, 0.14], [-0.44, 0.23, 0.57], [-0.24, 0.91, -1.11], [0.16, -0.62, 0.23], [0.27, 0.34, -0.25], [-0.31, -0.36, -0.29], [0.64, -0.51, -0.10], [0.06, 0.49, 0.35], [0.11, 0.04, -0.05], [-0.09, -0.01, -0.15], [-0.15, -0.10, 0.02], [-0.14, -0.07, 0.13], [0.19, -0.21, 0.11], [-0.10, 0.13, -0.36], [-0.35, -0.46, 0.02], [0.46, 0.36, 0.27], [-0.42, -0.66, -1.15], [-0.01, -0.11, -0.10], [0.29, 0.14, 0.90], [0.61, 0.39, 0.66], [-0.10, -0.15, 0.00], [-0.46, 0.10, -0.17], [0.00, 0.06, -0.09], [0.14, -0.27, 0.66], [0.28, 0.08, 0.14], [-0.01, 0.04, 0.11], [0.01, 0.00, -0.16], [-1.74, -0.41, 0.39], [-0.09, 1.81, 0.09], [0.73, -0.35, 0.13], [1.46, 0.09, 0.19], [-2.13, 0.72, 0.03], [2.40, 0.09, -1.75], [0.23, 0.88, -0.57], [0.01, -0.09, -0.10], [2.13, 0.52, -0.33], [0.30, 0.02, -0.19], [0.31, -0.80, -0.02], [-0.44, -0.11, -0.36], [0.40, -0.38, 0.07], [0.00, -0.05, -0.15]]
}

(2)
{
  "formula": "C5H11O2",
  "method": "wB97M-V/def2-TZVPD",
  "gap_ev": [2.52, 7.98],
  "e_above_lowest_kj_mol": 52.30,
  "total_charge": -2,
  "lumo_ev": [6.501, 6.404],
  "spin_multiplicity": 2,
  "s_squared": 0.751,
  "species": ["C", "C", "C", "H", "H", "H", "H", "H", "H", "H", "H", "C", "C", "O", "O", "H", "H", "H"],
  "xyz": [[-1.339, 1.457, 0.768], [-2.654, 2.198, 0.481], [-1.190, 0.960, 2.194], [-1.277, 0.627, 0.087], [-0.545, 2.148, 0.517], [-2.508, 2.989, -0.279], [-3.115, 2.774, 1.292], [-0.830, -0.053, 2.395], [-0.388, 1.509, 2.717], [-3.428, 1.595, -0.006], [-2.073, 1.142, 2.790], [0.643, -2.252, -1.458], [1.622, -1.199, -0.926], [2.713, -1.071, -1.535], [1.232, -0.561, 0.081], [0.260, -2.004, -2.438], [-0.146, -2.536, -0.763], [1.214, -3.186, -1.594]],
  "forces_ev_per_a": [[-0.82, 0.15, 0.03], [-0.22, 0.75, -0.77], [1.01, 0.38, 1.28], [0.29, -0.28, -0.34], [0.41, -0.12, 0.02], [0.16, -0.12, 0.02], [0.12, -0.34, 0.28], [-0.42, -0.28, -0.75], [-0.21, 0.33, -0.14], [-0.11, -0.28, 0.39], [-0.37, -0.10, 0.04], [0.56, -1.42, 0.09], [-0.09, 0.81, 0.73], [-0.06, -0.26, -0.26], [0.16, -0.23, -0.20], [-0.25, 0.27, -0.22], [-0.21, 0.56, -0.01], [0.04, 0.18, -0.17]]
}

(3)
{
  "formula": "C5H22N2O6",
  "method": "wB97M-V/def2-TZVPD",
  "gap_ev": 9.80,
  "e_above_lowest_kj_mol": 160.21,
  "lumo_ev": 0.318,
  "species": ["C", "N", "C", "C", "N", "C", "C", "O", "H", "H", "H", "H", "H", "H", "H", "H", "H", "H", "H", "H", "O", "H", "H", "O", "H", "H", "O", "H", "H", "O", "H", "H", "O", "H", "H"],
  "xyz": [[1.217, 1.916, 0.113], [1.882, 0.629, -0.127], [1.332, -0.076, -1.293], [-0.099, -0.579, -1.101], [-0.687, -0.687, -2.444], [-0.157, -1.886, -0.306], [-1.583, -2.353, -0.093], [-2.374, -2.420, -1.004], [1.001, 2.443, -0.810], [0.273, 1.785, 0.646], [1.859, 2.547, 0.726], [2.862, 0.805, -0.314], [1.991, -0.928, -1.481], [1.364, 0.579, -2.165], [-0.686, 0.175, -0.600], [-0.133, -1.320, -3.019], [-1.596, -1.128, -2.379], [0.337, -1.769, 0.662], [0.397, -2.683, -0.813], [-1.908, -2.645, 0.911], [2.431, -1.625, 2.366], [3.250, -1.525, 2.864], [2.421, -0.915, 1.683], [-1.915, -0.136, 1.665], [-1.093, -0.101, 2.206], [-2.601, -0.032, 2.335], [-2.293, 2.395, 0.398], [-1.810, 2.399, -0.435], [-2.207, 1.511, 0.798], [-1.032, 2.164, -2.368], [-0.946, 1.221, -2.606], [-1.610, 2.548, -3.034], [0.346, -0.034, 3.197], [0.924, -0.824, 3.205], [0.844, 0.552, 2.615]],
  "forces_ev_per_a": [[0.10, -0.12, 0.31], [-0.10, -0.32, 0.37], [0.31, 0.03, 0.54], [0.25, -0.31, -0.73], [0.15, 0.01, -0.28], [0.00, 0.09, 0.59], [-0.03, -0.03, -0.43], [-0.14, -0.09, 0.13], [-0.11, 0.19, -0.30], [0.05, 0.00, -0.07], [0.04, -0.01, 0.08], [-0.03, 0.01, -0.02], [-0.03, -0.07, -0.14], [-0.16, 0.06, -0.22], [-0.14, 0.22, 0.40], [0.04, 0.16, 0.04], [-0.11, -0.03, 0.11], [-0.08, 0.09, 0.02], [-0.10, 0.03, -0.21], [0.17, -0.07, 0.22], [-0.01, 0.43, -0.44], [-0.03, 0.05, -0.13], [0.13, -0.46, 0.28], [0.10, 0.04, 0.37], [-0.10, -0.12, -0.11], [-0.16, -0.06, -0.14], [-0.14, 0.08, 0.44], [0.02, -0.23, -0.26], [0.11, 0.23, -0.37], [0.04, 0.20, 0.06], [-0.02, -0.24, -0.11], [-0.03, 0.01, 0.02], [0.27, -0.18, -0.08], [-0.23, 0.17, 0.03], [-0.05, 0.24, 0.04]]
}

(4)
{
  "formula": "C2H7Cl3NSi",
  "method": "wB97M-V/def2-TZVPD",
  "gap_ev": [9.08, 6.38],
  "e_above_lowest_kj_mol": 289.49,
  "total_charge": 1,
  "lumo_ev": [-4.378, -4.898],
  "species": ["C", "C", "N", "Si", "Cl", "Cl", "Cl", "H", "H", "H", "H", "H", "H", "H"],
  "xyz": [[0.284, -0.039, 1.715], [-0.489, 0.393, 0.516], [-0.043, -0.212, -0.808], [-3.965, 0.069, 0.047], [-3.192, 0.455, -1.864], [-4.618, -1.756, 0.135], [-4.838, 1.650, 0.619], [0.980, -0.849, 1.448], [0.740, 0.694, 2.371], [-0.318, -0.585, 2.505], [-0.724, 1.437, 0.475], [-0.936, -0.399, -1.252], [0.501, 0.377, -1.439], [0.500, -1.110, -0.648]],
  "forces_ev_per_a": [[-0.74, -2.18, 0.99], [0.89, -0.04, 0.65], [0.09, -0.73, 1.45], [3.83, -0.66, -1.17], [-0.19, -0.20, 0.04], [-1.08, -1.46, 0.11], [-1.92, 2.28, 1.02], [0.28, 0.49, 0.08], [0.36, 0.61, -0.66], [-0.10, 0.48, -1.04], [-0.32, 0.28, -0.63], [-0.29, -0.40, -0.75], [0.11, 0.30, 0.16], [-0.93, 1.22, -0.25]]
}

DFT total energy / eV: -469452.74516; -9455.53470; -20807.60976; -49116.15196
M / g mol⁻¹: 1008.977; 103.141; 206.239; 179.530